18
Properties=species:S:1:pos:R:3:forces:R:3 method="wB97M-V/def2-TZVPD" e_homo_ev=-5.192 e_tot_ev=-25286.2359 relative_energy_kj_mol=516.7 total_charge=-1 homo_lumo_gap_ev=7.8 lumo_energy_ev=2.657
O 2.742619 -1.507316 -0.263910 1.659 8.924 3.811
C 2.859854 -0.230827 0.192327 -0.896 -6.015 -2.622
F 3.679137 0.118482 1.409473 -3.056 -0.923 -4.465
N 2.124497 0.855059 -0.604206 -0.539 -1.710 2.442
C 0.833356 1.157781 0.130505 0.662 3.010 6.401
O 0.955100 1.652976 1.390354 -0.130 -3.456 -8.202
C -0.684821 0.984183 -0.463349 -1.613 0.882 1.818
O -1.524023 1.295304 0.741683 1.045 -2.246 -2.249
Al -1.939747 -0.374179 1.539010 1.056 0.015 -0.396
O -1.098352 -1.465156 0.205511 -0.227 3.261 -2.317
C -1.204653 -0.510030 -0.947752 -1.282 -0.716 1.527
O -0.677172 -1.040676 -2.245657 0.964 -0.097 3.130
H 1.949123 0.528219 -1.592599 0.264 -0.198 1.723
H -1.013205 1.837922 -1.212776 1.319 -1.837 1.015
H -1.206899 -0.768346 2.911676 0.107 0.165 0.016
H -3.513038 -0.589804 1.776434 -0.133 0.101 -0.381
H -2.380428 -0.318199 -1.016639 2.434 -0.257 -0.789
H 0.098653 -1.625395 -1.950086 -1.634 1.097 -0.463

---

14
Properties=species:S:1:pos:R:3:forces:R:3 method="wB97M-V/def2-TZVPD" e_homo_ev="-9.351 / -15.129" e_tot_ev=-20204.3278 relative_energy_kj_mol=45.3 total_charge=+1 homo_lumo_gap_ev="6.1 / 7.7" multiplicity=3 lumo_energy_ev="-3.253 / -7.462"
C -1.578011 0.375746 0.112706 1.444 -9.629 -2.430
C -0.500522 -0.768027 0.629928 -2.787 1.585 0.107
C 0.718417 -0.349701 0.074282 2.749 -0.182 -1.077
N 1.781841 -0.072186 -0.349690 -1.620 0.147 0.568
N -1.374522 1.533794 0.578778 -0.313 6.225 2.886
N -2.531981 -0.175037 -0.750566 -0.390 4.080 1.329
Cl 4.805142 0.006742 0.100959 0.162 0.029 0.009
H -0.530435 -0.668761 1.725626 0.418 0.094 0.001
H -0.843193 -1.794206 0.422006 0.536 0.334 -0.405
H 5.337925 0.337952 -1.016645 0.094 0.024 -0.057
H 2.813875 0.095248 -0.444928 -0.887 -0.353 0.199
H -1.989859 2.287547 0.298752 0.254 0.334 -0.610
H -2.668739 -1.123834 -0.643963 -0.209 -2.655 0.025
H -3.439938 0.314719 -0.737246 0.547 -0.033 -0.547

---

10
Properties=species:S:1:pos:R:3:forces:R:3 method="wB97M-V/def2-TZVPD" e_homo_ev="-10.215 / -10.539" e_tot_ev=-83625.9158 relative_energy_kj_mol=0.0 homo_lumo_gap_ev="8.3 / 8.9" lumo_energy_ev="-1.924 / -1.591"
C -1.351560 0.570647 0.766413 0.740 -1.367 -1.092
C -0.492012 -0.203170 0.087691 2.438 -1.245 -0.984
C 1.923502 0.148498 -0.761987 -0.786 -2.871 1.677
N -2.439133 -0.235167 0.990159 -0.765 1.816 1.005
N -2.249111 -1.360865 0.546293 -1.127 -2.156 -0.044
O -1.010234 -1.452083 -0.030237 1.385 1.566 -0.465
F 2.168074 -0.780157 -1.714139 -0.496 1.582 1.401
F 2.632317 -0.165378 0.362725 -1.098 0.464 -1.844
Br 2.009212 1.910730 -1.237345 0.084 0.582 -0.354
H -1.191055 1.566944 0.990426 -0.375 1.630 0.699

---

116
Properties=species:S:1:pos:R:3:forces:R:3 method="wB97M-V/def2-TZVPD" e_homo_ev=-12.137 e_tot_ev=-279854.8591 total_charge=+2 homo_lumo_gap_ev=5.4 lumo_energy_ev=-6.700
O -6.550011 2.976555 -6.239759 -0.130 0.759 -0.107
C -6.331471 1.838529 -5.962612 -0.189 0.140 -0.016
O -5.092830 1.321089 -6.056524 -0.014 -0.425 0.020
C -7.416728 0.924112 -5.456923 0.127 -0.471 -0.192
C -7.625156 0.938282 -3.943988 0.217 0.191 -0.528
N -6.473808 0.423982 -3.149899 0.072 -0.664 0.498
C -5.289211 1.048646 -3.103072 0.431 0.538 -0.167
C -4.235967 0.593856 -2.340815 0.053 -0.396 0.219
C -4.396310 -0.551274 -1.564650 -0.518 0.113 -0.177
C -3.310980 -1.059464 -0.701481 0.435 0.041 -0.184
C -3.507619 -1.364687 0.642773 0.391 0.244 -0.481
C -2.448508 -1.842466 1.387216 -0.536 0.213 -0.166
N -1.231175 -2.023563 0.844652 -0.378 0.156 0.146
C -0.149123 -2.539231 1.720764 0.045 -1.195 0.261
C 0.964215 -3.311230 1.004848 -0.108 0.828 0.600
O 2.047423 -2.399854 0.882942 -0.010 -0.622 -0.745
C 2.591533 -2.275485 -0.407682 0.220 0.873 -0.057
C 2.646737 -0.771594 -0.763252 0.582 -0.291 0.697
F 2.115342 -0.034808 0.220042 -0.432 0.322 -0.277
F 3.885160 -0.314572 -0.942433 0.082 -0.115 -0.259
F 1.957805 -0.543965 -1.901187 -0.217 0.268 -0.094
C -1.035793 -1.723373 -0.443432 0.335 0.184 -0.497
C -2.042778 -1.232721 -1.245350 -0.078 -0.014 0.468
C -5.623759 -1.204712 -1.629310 0.149 0.219 0.148
C -6.635254 -0.695506 -2.413523 0.011 -0.411 0.110
H -4.556399 2.029723 -6.450630 0.118 -0.085 -0.018
H -7.308371 -0.085338 -5.854690 0.233 -0.099 0.216
H -8.340331 1.306445 -5.886790 -0.060 0.117 0.074
H -8.472534 0.296872 -3.730106 0.025 0.202 0.218
H -7.829369 1.954521 -3.612047 -0.024 -0.014 0.127
H -5.156208 1.946857 -3.684889 -0.268 0.052 -0.036
H -3.292282 1.122315 -2.316068 -0.103 0.240 -0.146
H -4.469530 -1.211817 1.096966 -0.050 -0.002 0.153
H -2.604626 -2.094723 2.424329 0.340 -0.040 0.112
H -0.613914 -3.235945 2.416940 -0.330 0.114 -0.038
H 0.270425 -1.735542 2.319964 0.045 0.229 -0.229
H 0.642365 -3.748281 0.053873 0.023 0.210 0.213
H 1.268167 -4.130971 1.656012 0.016 -0.056 -0.007
H 3.605839 -2.670929 -0.455465 -0.030 -0.124 -0.045
H 1.973588 -2.711746 -1.191117 0.070 -0.420 0.137
H -0.049607 -1.865507 -0.856907 0.056 -0.060 0.182
H -1.833698 -0.985796 -2.274516 0.062 -0.082 -0.067
H -5.806050 -2.091946 -1.041831 -0.124 -0.066 -0.026
H -7.589820 -1.207792 -2.421077 0.045 0.335 -0.229
Cl 6.789748 3.995979 -1.605929 -0.052 0.008 0.005
C 5.634401 3.240378 -0.478584 0.186 0.039 -0.042
C 4.256422 3.842095 -0.591648 -0.109 -0.050 -0.020
Cl 4.193866 5.521990 0.005829 -0.032 -0.079 -0.037
H 6.019660 3.338723 0.535074 0.090 0.124 -0.435
H 5.592799 2.180660 -0.729469 -0.047 0.006 -0.003
H 3.555500 3.264284 0.011636 0.063 -0.015 0.066
H 3.909021 3.842652 -1.623199 0.084 0.064 -0.031
Cl 5.004359 2.606687 2.519678 -0.210 -0.145 0.432
C 5.736078 1.328046 3.529974 -0.039 -0.186 0.069
C 6.511972 1.900802 4.687170 0.034 -0.003 0.119
Cl 7.982519 2.745928 4.146765 -0.046 -0.010 -0.033
H 6.367129 0.715901 2.890287 0.045 0.093 -0.035
H 4.919999 0.710235 3.901512 -0.020 0.061 0.041
H 6.830929 1.096736 5.348412 0.009 -0.037 -0.053
H 5.912437 2.601927 5.262323 0.000 0.042 -0.057
Cl 1.385782 -5.412112 -1.487974 0.005 -0.251 -0.178
C 0.766670 -5.617028 -3.152863 0.030 -0.047 -0.165
C -0.147401 -4.492818 -3.558109 0.110 0.027 -0.133
Cl -1.694301 -4.510940 -2.653284 0.008 0.086 0.086
H 0.268255 -6.580665 -3.207635 -0.004 0.001 0.078
H 1.631376 -5.644193 -3.811977 0.005 0.011 0.012
H -0.395078 -4.587101 -4.613540 -0.037 -0.070 0.017
H 0.318959 -3.522407 -3.399385 -0.015 -0.002 0.034
Cl -11.220845 1.838639 -3.855617 0.049 -0.026 -0.030
C -12.173653 0.591457 -3.005706 -0.070 -0.016 -0.039
C -11.394389 -0.024536 -1.875464 -0.243 0.142 0.175
Cl -10.029163 -1.011214 -2.490354 -0.270 -0.262 0.152
H -12.480487 -0.153263 -3.735466 0.053 0.011 -0.024
H -13.064550 1.077770 -2.613007 0.044 0.043 0.043
H -12.030950 -0.689208 -1.295074 0.028 -0.095 -0.089
H -10.988029 0.730442 -1.207982 0.094 0.002 -0.067
Cl -0.584298 3.287026 -3.940435 -0.066 -0.057 0.016
C 0.332078 3.566618 -2.436377 0.018 0.083 -0.016
C 0.179950 2.427673 -1.464241 0.261 -0.016 0.071
Cl -1.484928 2.331474 -0.806869 -0.040 -0.073 0.089
H -0.008965 4.503588 -2.003753 -0.050 -0.010 -0.019
H 1.377683 3.679868 -2.717403 0.006 -0.083 0.013
H 0.846434 2.574529 -0.615473 -0.078 0.068 0.041
H 0.408395 1.463802 -1.909619 -0.039 0.040 -0.118
Cl -7.930784 -2.483930 0.811441 0.039 0.029 -0.058
C -7.515301 -4.049260 1.569793 0.022 -0.127 -0.018
C -6.648545 -3.871721 2.787106 -0.162 -0.122 0.212
Cl -5.007143 -3.286393 2.361409 -0.351 -0.360 0.185
H -7.031321 -4.668106 0.818519 0.017 0.047 -0.016
H -8.452102 -4.523381 1.855297 -0.016 0.061 0.046
H -6.523610 -4.826926 3.293018 0.064 -0.019 -0.062
H -7.079356 -3.164233 3.490280 0.064 0.079 -0.049
Cl 1.296864 -6.781670 -6.498302 -0.009 0.044 0.012
C 2.011563 -8.421031 -6.504712 0.041 -0.167 -0.070
C 1.972609 -9.065954 -5.143810 -0.027 -0.079 -0.008
Cl 3.072284 -8.266602 -3.986912 -0.051 0.051 0.028
H 3.027874 -8.338043 -6.879944 0.008 0.088 0.051
H 1.431583 -9.014298 -7.208956 -0.058 0.023 0.033
H 2.293934 -10.102941 -5.220280 0.050 0.020 -0.038
H 0.970783 -9.048009 -4.721628 0.006 0.048 0.004
Cl 11.955757 3.570512 5.650121 -0.012 -0.017 0.024
C 10.600751 4.727025 5.657053 -0.044 -0.015 -0.052
C 11.068368 6.151207 5.811335 -0.090 0.078 -0.063
Cl 11.736123 6.462051 7.434933 0.044 0.018 0.007
H 9.920880 4.441613 6.455918 0.049 0.001 0.039
H 10.082538 4.613228 4.707266 0.036 0.065 -0.027
H 10.227140 6.829780 5.678793 -0.030 -0.034 0.031
H 11.831842 6.403413 5.080032 0.065 -0.051 0.055
Cl 9.007514 5.772777 11.834861 -0.043 -0.003 -0.007
C 9.572794 6.957297 10.627048 0.086 -0.048 -0.083
C 9.867712 8.300933 11.240746 0.083 0.059 -0.042
Cl 8.388161 9.125405 11.797003 -0.004 -0.005 0.020
H 8.814838 7.032238 9.851450 -0.049 0.016 0.052
H 10.478659 6.548859 10.183428 0.022 0.020 0.036
H 10.331326 8.947373 10.497269 -0.031 -0.024 -0.036
H 10.541504 8.211419 12.088905 -0.063 -0.028 0.043